C4H7N3 | the ωB97M-V functional and the def2-TZVPD basis

Its orbital gap (alpha / beta) is 7.25 / 7.73 eV. The value obtained for the total energy is -320.60992 Eh. The calculation puts the HOMO energy (alpha / beta) at -0.28525 / -0.29027 Ha. Its molar mass is 97.12 g mol⁻¹. For the relative energy (zero: lowest compared OMol25 entry of this formula, charge and spin), the calculation gives 7.439 eV. The total charge is 0. The spin multiplicity is 1.

Bonds (Å) are listed after each position.
Positions of all 14 atoms, in Å:
1 C -0.788 -0.368 0.104  C2 1.372, N5 1.286
2 C -2.093 -0.025 -0.142  C1 1.372, N5 1.564, N6 1.225
3 C 2.269 -0.523 -0.693  C4 1.488, H8 1.078, H9 1.009, H10 1.051
4 C 1.431 0.580 -0.152  C3 1.488, H11 1.121, H12 1.139
5 N -1.537 -1.073 0.878  C1 1.286, C2 1.564
6 N -3.122 0.303 -0.721  C2 1.225, N7 1.422
7 N -4.427 0.211 -0.165  N6 1.422, H13 1.058, H14 1.042
8 H 3.061 -0.079 -1.275  C3 1.078
9 H 1.771 -0.996 -1.433  C3 1.009
10 H 2.817 -1.141 -0.044  C3 1.051
11 H 1.078 1.218 -1.004  C4 1.121
12 H 1.280 0.938 0.919  C4 1.139
13 H -4.680 -0.733 0.242  N7 1.058
14 H -5.041 0.717 -0.837  N7 1.042